(1)
Entry from OMol25: C53H58Ge2O2S6Sn as an isolated structure in a non-equilibrium geometry (ωB97M-V with the def2-TZVPD basis set).

The geometry in XYZ format:
```
122
Properties=species:S:1:pos:R:3
Sn -0.71 1.28 -4.32
C 7.71 -1.76 1.79
C 6.32 -1.86 1.40
C 5.77 -1.36 0.21
C 4.55 -1.84 -0.34
C 4.09 -1.26 -1.67
C 3.71 -2.68 0.46
C 4.20 -3.07 1.75
C 3.24 -3.76 2.67
C 5.52 -2.77 2.11
C 2.67 -3.49 -0.28
C 2.93 -4.88 -0.37
C 2.18 -5.65 -1.21
C 1.05 -5.15 -1.80
C 0.69 -3.81 -1.67
C 1.51 -2.94 -0.85
Ge 0.77 -1.22 -0.10
S 1.15 0.59 -1.48
S -1.34 -1.02 0.58
Ge -0.14 0.73 1.60
S 0.14 2.06 -0.24
S 1.76 -0.47 1.87
C -0.83 1.45 3.27
C -2.09 1.06 3.72
C -2.43 1.15 5.12
C -1.47 1.53 6.06
C -0.21 1.86 5.59
C 0.06 2.03 4.21
C 1.43 2.58 3.87
C 2.68 1.99 4.23
C 2.78 0.89 5.24
C 3.88 2.61 3.82
C 3.98 3.75 3.03
C 5.34 4.30 2.74
C 2.79 4.42 2.77
C 1.53 3.83 3.15
C 0.29 4.65 2.91
C -3.22 0.72 2.82
C -4.01 -0.42 3.07
C -3.75 -1.44 4.19
C -5.14 -0.64 2.25
C -5.55 0.22 1.22
C -6.88 -0.08 0.55
C -4.80 1.39 1.02
C -3.71 1.67 1.85
C -3.23 3.09 1.68
C -0.40 -3.36 -2.56
C -0.15 -2.58 -3.70
C 1.24 -2.14 -4.09
C -1.16 -2.19 -4.56
C -2.52 -2.49 -4.28
C -3.61 -2.03 -5.20
C -2.79 -3.26 -3.12
C -1.76 -3.77 -2.28
C -2.11 -4.83 -1.23
H 7.77 -1.24 2.76
H 8.32 -1.22 1.07
H 8.17 -2.75 1.99
H 6.32 -0.56 -0.34
H 4.98 -1.46 -2.33
H 3.89 -0.20 -1.60
H 3.34 -1.81 -2.21
H 2.35 -3.14 2.84
H 3.69 -3.87 3.68
H 2.90 -4.73 2.25
H 5.92 -3.12 3.06
H 3.84 -5.20 0.09
H 2.43 -6.66 -1.50
H 0.43 -5.74 -2.41
H -3.45 1.03 5.41
H -1.77 1.74 7.10
H 0.54 2.14 6.33
H 2.20 0.00 4.97
H 2.46 1.23 6.22
H 3.83 0.63 5.31
H 4.85 2.18 4.19
H 5.57 5.06 3.51
H 5.38 4.79 1.78
H 6.12 3.55 2.80
H 2.76 5.34 2.22
H 0.55 5.69 3.15
H -0.49 4.38 3.67
H -0.13 4.53 1.91
H -2.70 -1.80 4.15
H -4.50 -2.25 4.13
H -4.04 -0.98 5.15
H -5.74 -1.54 2.40
H -7.29 -1.07 0.79
H -6.81 0.01 -0.59
H -7.57 0.72 0.85
H -5.06 2.13 0.26
H -2.14 3.17 1.54
H -3.45 3.69 2.59
H -3.74 3.58 0.86
H 2.06 -2.87 -3.91
H 1.56 -1.26 -3.50
H 1.21 -1.94 -5.19
H -0.87 -1.76 -5.54
H -4.54 -2.52 -4.93
H -3.33 -2.21 -6.27
H -3.71 -0.98 -4.96
H -3.81 -3.56 -2.83
H -1.80 -4.64 -0.21
H -1.59 -5.76 -1.60
H -3.20 -5.07 -1.28
C -4.94 3.59 -4.49
C -3.71 2.74 -4.86
S -3.12 1.54 -3.74
C -3.20 2.82 -6.14
C -3.79 3.81 -7.14
S -1.96 1.77 -6.66
H -4.81 4.67 -4.80
H -5.07 3.61 -3.42
H -5.85 3.18 -5.00
H -3.97 3.34 -8.12
H -3.07 4.58 -7.36
H -4.70 4.29 -6.76
O -0.90 4.66 -4.10
C -0.24 3.71 -4.09
O 1.67 2.02 -5.89
H 2.55 1.72 -6.18
H 1.46 2.71 -6.54
```

As for the relative energy (zero: lowest compared OMol25 entry of this formula, charge and spin): 44.84 kcal/mol. For the HOMO energy (alpha / beta), the calculation gives -0.241 / -0.241 Ha. The total charge is 0. The value obtained for the orbital gap (alpha / beta) is 6.071 / 6.072 eV.

***

(2)
Entry from OMol25: C53H63N4O4PS3Ti as an isolated structure in a non-equilibrium geometry (ωB97M-V with the def2-TZVPD basis set).

The geometry in XYZ format:
```
129
Properties=species:S:1:pos:R:3
Ti 1.44 -0.33 -1.23
C 0.26 -2.71 -3.50
C 1.19 -3.32 -2.47
N 2.02 -2.25 -1.90
C 2.95 -1.56 -2.91
C 2.57 -0.07 -3.02
S -0.22 1.44 -2.30
C -0.44 0.91 -4.00
C -0.76 -0.58 -4.13
N -0.12 -1.37 -3.07
H -0.60 -3.37 -3.67
H 0.78 -2.61 -4.46
H 1.82 -4.08 -2.94
H 0.62 -3.77 -1.66
H 2.60 -2.65 -1.17
H 2.86 -2.10 -3.85
H 3.96 -1.68 -2.53
H 2.03 0.14 -3.93
H 3.45 0.57 -2.97
H 0.49 1.16 -4.52
H -1.23 1.50 -4.45
H -0.41 -0.94 -5.09
H -1.84 -0.71 -4.09
H -0.80 -1.44 -2.31
C 1.69 -1.62 4.65
C 2.16 -0.25 4.20
C 2.67 0.61 5.34
O 1.08 0.39 3.53
C 1.52 0.84 2.24
C 2.59 -0.23 1.97
O 3.20 -0.36 3.23
C 3.67 -0.11 0.88
O 2.98 -0.37 -0.34
C 4.42 1.21 0.78
C 4.97 1.56 -0.45
C 5.69 2.74 -0.59
C 5.88 3.57 0.51
C 5.37 3.20 1.75
C 4.65 2.02 1.88
C 4.67 -1.25 1.12
C 4.31 -2.56 0.82
C 5.17 -3.63 1.05
C 6.42 -3.39 1.59
C 6.79 -2.10 1.92
C 5.92 -1.04 1.68
C 0.28 0.98 1.26
O 0.39 -0.04 0.24
C 0.32 2.34 0.55
C 1.50 2.72 -0.09
C 1.61 3.93 -0.77
C 0.52 4.79 -0.82
C -0.67 4.41 -0.21
C -0.77 3.20 0.46
C -1.00 0.89 2.08
C -1.20 1.78 3.14
C -2.37 1.77 3.88
C -3.39 0.88 3.57
C -3.21 -0.01 2.52
C -2.01 -0.01 1.80
H 0.74 -1.52 5.17
H 2.42 -2.08 5.31
H 1.55 -2.26 3.77
H 1.91 0.68 6.12
H 2.90 1.61 4.97
H 3.57 0.17 5.76
H 1.98 1.83 2.34
H 2.05 -1.15 1.71
H 4.82 0.92 -1.30
H 6.11 3.01 -1.55
H 6.44 4.49 0.41
H 5.53 3.83 2.61
H 4.28 1.72 2.86
H 3.32 -2.76 0.45
H 4.86 -4.63 0.80
H 7.10 -4.22 1.76
H 7.76 -1.90 2.35
H 6.24 -0.03 1.94
H 2.36 2.07 -0.08
H 2.55 4.19 -1.24
H 0.59 5.73 -1.33
H -1.53 5.06 -0.26
H -1.72 2.92 0.90
H -0.42 2.49 3.39
H -2.49 2.48 4.69
H -4.32 0.90 4.12
H -4.02 -0.67 2.23
H -1.91 -0.65 0.95
S -5.35 -1.60 -1.40
P -4.42 0.11 -1.75
S -2.40 -0.01 -1.45
C -4.68 0.69 -3.45
C -5.48 -0.03 -4.34
C -5.66 0.43 -5.64
C -5.05 1.60 -6.06
C -4.26 2.32 -5.18
C -4.08 1.87 -3.88
C -5.05 1.45 -0.71
C -6.35 1.37 -0.21
C -6.87 2.41 0.55
C -6.10 3.53 0.81
C -4.80 3.61 0.31
C -4.27 2.57 -0.44
H -5.96 -0.94 -4.00
H -6.29 -0.13 -6.32
H -5.19 1.95 -7.07
H -3.79 3.25 -5.50
H -3.46 2.44 -3.19
H -6.94 0.49 -0.41
H -7.88 2.34 0.94
H -6.50 4.35 1.40
H -4.20 4.49 0.52
H -3.25 2.62 -0.79
N -2.59 -4.18 2.08
C -3.27 -3.74 0.80
C -2.25 -3.74 -0.33
N -1.08 -2.93 -0.04
C -0.46 -3.28 1.24
C -1.42 -3.28 2.41
H -2.25 -5.14 1.96
H -3.26 -4.19 2.84
H -3.67 -2.75 0.97
H -4.10 -4.43 0.61
H -2.75 -3.34 -1.22
H -1.94 -4.77 -0.55
H -1.31 -1.95 -0.08
H 0.34 -2.58 1.45
H -0.02 -4.28 1.14
H -1.83 -2.29 2.60
H -0.96 -3.65 3.33
```

As for the relative energy (zero: lowest compared OMol25 entry of this formula, charge and spin): 80.36 kcal/mol. For the HOMO energy (alpha / beta), the calculation gives -0.340 / -0.365 Ha. The total charge is +1. The value obtained for the orbital gap (alpha / beta) is 6.659 / 6.566 eV. Its multiplicity is 2.

***

(3)
Entry from OMol25: a 7-piece molecular cluster, C53H68F6N5O3 overall in a non-equilibrium geometry (ωB97M-V with the def2-TZVPD basis set).

The geometry in XYZ format:
```
135
Properties=species:S:1:pos:R:3
C 7.00 3.35 -3.21
C 7.84 2.17 -2.67
C 7.33 0.75 -3.05
C 5.91 0.69 -3.60
O 5.44 -0.66 -3.33
N 4.09 -0.79 -3.44
C 3.60 -1.37 -4.70
O 4.46 -2.38 -5.11
C 4.78 -2.34 -6.50
C 6.26 -1.92 -6.70
C 3.28 -0.46 -2.48
N 3.86 0.05 -1.31
C 4.55 -0.96 -0.48
C 2.80 0.85 -0.65
C 3.01 2.37 -0.85
C 2.13 3.09 -1.91
C 2.92 3.38 -3.19
O 2.99 2.26 -4.06
C 1.56 0.12 -1.17
N 1.37 -1.02 -0.18
N 1.90 -0.60 -2.43
C 1.07 -0.04 -3.54
C -0.14 -1.01 -3.70
C -1.12 -0.59 -4.83
N -1.34 0.84 -4.98
H 6.24 3.59 -2.47
H 6.56 3.17 -4.19
H 7.64 4.24 -3.26
H 7.94 2.25 -1.59
H 8.85 2.27 -3.08
H 8.03 0.23 -3.71
H 7.33 0.16 -2.13
H 5.22 1.41 -3.16
H 5.94 0.86 -4.69
H 2.62 -1.80 -4.47
H 3.43 -0.59 -5.45
H 4.08 -1.76 -7.10
H 4.69 -3.38 -6.85
H 6.82 -2.77 -7.10
H 6.67 -1.60 -5.74
H 6.31 -1.14 -7.46
H 4.88 -0.48 0.43
H 5.43 -1.34 -1.01
H 3.89 -1.81 -0.27
H 3.00 0.70 0.42
H 4.05 2.51 -1.19
H 2.97 2.88 0.11
H 1.16 2.62 -2.10
H 1.90 4.08 -1.51
H 3.92 3.76 -2.97
H 2.37 4.18 -3.72
H 2.87 2.55 -4.97
H 0.59 0.61 -1.14
H 1.47 -0.67 0.77
H 0.39 -1.27 -0.24
H 0.67 0.95 -3.32
H 1.58 0.03 -4.50
H 0.28 -2.00 -3.90
H -0.64 -1.08 -2.73
H -2.09 -1.06 -4.60
H -0.78 -1.06 -5.75
H -0.53 1.22 -5.46
H -1.40 1.29 -4.07
F 1.52 0.70 3.53
C 1.39 2.04 3.67
C 1.24 2.81 2.53
C 1.10 4.19 2.66
C 1.12 4.77 3.92
C 1.27 3.98 5.05
C 1.40 2.60 4.93
H 1.24 2.34 1.56
H 0.98 4.81 1.78
H 1.01 5.84 4.02
H 1.28 4.43 6.04
H 1.50 1.97 5.80
F -2.47 0.65 -0.75
C -2.68 0.51 0.58
C -3.92 0.13 1.04
C -4.11 -0.02 2.41
C -3.06 0.21 3.29
C -1.82 0.60 2.81
C -1.62 0.74 1.44
H -4.73 -0.05 0.34
H -5.08 -0.32 2.79
H -3.22 0.09 4.36
H -1.00 0.78 3.49
H -0.66 1.03 1.05
F -5.35 -1.45 5.47
C -5.17 -2.74 5.09
C -4.64 -3.64 5.99
C -4.46 -4.96 5.59
C -4.81 -5.35 4.31
C -5.33 -4.43 3.41
C -5.52 -3.11 3.81
H -4.37 -3.31 6.98
H -4.06 -5.68 6.29
H -4.67 -6.38 4.00
H -5.60 -4.73 2.41
H -5.94 -2.38 3.13
F -3.76 -3.28 9.38
C -3.12 -2.11 9.61
C -2.40 -1.96 10.77
C -1.74 -0.76 11.00
C -1.82 0.27 10.08
C -2.56 0.10 8.91
C -3.21 -1.10 8.67
H -2.35 -2.77 11.48
H -1.16 -0.63 11.91
H -1.31 1.21 10.27
H -2.63 0.91 8.19
H -3.79 -1.25 7.77
F 1.13 2.40 -6.97
C 0.67 2.53 -8.25
C 1.35 1.89 -9.27
C 0.89 2.02 -10.57
C -0.24 2.79 -10.83
C -0.91 3.42 -9.79
C -0.45 3.29 -8.48
H 2.24 1.31 -9.04
H 1.41 1.53 -11.38
H -0.60 2.89 -11.84
H -1.79 4.02 -9.99
H -0.96 3.76 -7.66
F -8.41 -3.10 3.72
C -8.94 -3.41 4.92
C -9.54 -4.64 5.09
C -10.08 -4.96 6.33
C -10.00 -4.05 7.38
C -9.39 -2.82 7.18
C -8.85 -2.49 5.95
H -9.60 -5.33 4.26
H -10.55 -5.92 6.48
H -10.42 -4.30 8.34
H -9.34 -2.11 8.00
H -8.36 -1.54 5.78
```

For the HOMO energy, the calculation gives -0.376 Ha. The total charge is +1. The value obtained for the orbital gap is 8.296 eV.